49
Properties=species:S:1:pos:R:3 method="wB97M-V/def2-TZVPD" e_tot_ev=-44111.9095 smiles="C=CCNC(=O)COc1ccc(S(=O)(=O)Nc2ccc(OCC)cc2)cc1" relative_energy_kj_mol=262.6 molar_mass_g_mol=390.5 lumo_ha=0.016 homo_ev=-8.048 homo_lumo_gap_ev=8.49
S 1.6688 2.7941 -0.3798
O 1.8441 4.1762 -0.0452
O 4.2170 -3.2876 0.4209
O -4.6385 -1.0847 -1.8987
O -3.9420 1.2874 0.6574
O 2.0881 2.3314 -1.6689
N -3.7334 -1.3654 0.1571
N 2.4552 1.9624 0.8522
C -0.6013 2.5686 1.1282
C -2.6631 1.6162 0.3286
C 2.1568 -0.2576 -0.0490
C 4.0573 -3.9865 -1.9197
C 3.7240 -2.0166 0.4546
C 2.5709 -1.5722 -0.1828
C -0.7631 1.7573 -1.1294
C 4.4503 -1.1111 1.2298
C 3.6582 -4.2335 -0.4677
C -3.3108 -2.7320 -0.0249
C 4.0441 0.1994 1.3512
C -0.0333 2.3337 -0.1108
C -1.9135 2.2098 1.3499
C -4.3813 -0.6676 -0.7908
C -4.0081 -3.7053 0.8793
C -5.0316 -3.4269 1.6637
C 2.8898 0.6437 0.7094
C -2.0818 1.3909 -0.9172
C -4.7792 0.7468 -0.3430
H -5.4662 -2.4424 1.7143
H -2.3892 2.3795 2.3027
H -5.7739 0.6960 0.1106
H 3.6418 -4.7660 -2.5524
H 1.2645 0.0747 -0.5529
H 5.1404 -3.9975 -2.0098
H -3.5987 -0.9496 1.0665
H -0.2870 1.5972 -2.0842
H 3.0751 2.5656 1.3703
H 5.3417 -1.4614 1.7253
H 4.6231 0.8894 1.9474
H -4.8353 1.3971 -1.2228
H -2.2268 -2.8031 0.1309
H 3.6951 -3.0204 -2.2626
H 1.9752 -2.2361 -0.7890
H -3.5235 -2.9875 -1.0690
H -2.6366 0.9309 -1.7189
H 2.5664 -4.2678 -0.3631
H 4.0640 -5.1911 -0.1289
H -0.0089 3.0333 1.8992
H -5.4888 -4.1786 2.2827
H -3.6012 -4.7064 0.8388

49
Properties=species:S:1:pos:R:3 method="wB97M-V/def2-TZVPD" e_tot_ev=-44112.9249 smiles="CCN(CC(=O)Nc1cccc(C(C)=O)c1)S(=O)(=O)c1ccc(OC)cc1" relative_energy_kj_mol=164.6 molar_mass_g_mol=390.5 lumo_ha=0.016 homo_ev=-8.515 homo_lumo_gap_ev=8.96
S 0.5545 -0.0395 -0.4518
O 6.3402 -1.1457 -0.3156
O 0.0511 -0.2592 -1.7850
O -6.2407 -3.1053 0.1763
O -0.1202 -0.7209 0.6187
O -2.2147 3.3832 -0.0786
N 0.5864 1.6076 -0.2097
N -2.2653 1.2365 -0.8709
C -3.4943 0.7479 -0.4157
C 0.7858 2.0305 1.1634
C 4.4678 -0.2073 -1.3357
C 2.1440 2.7023 1.3384
C 5.0042 -0.9499 -0.2749
C -4.8882 -1.1892 -0.0574
C 3.1169 0.0526 -1.3899
C -5.1500 -2.6521 -0.0922
C -1.6891 2.4351 -0.6218
C 6.9542 -1.8986 0.7070
C -4.4926 1.5702 0.0993
C 4.1583 -1.4266 0.7260
C -5.8875 -0.3548 0.4482
C -3.6942 -0.6266 -0.4936
C -0.2180 2.4553 -1.0647
C -3.9916 -3.5437 -0.4654
C 2.2900 -0.4267 -0.3874
C -5.6844 1.0087 0.5263
C 2.8010 -1.1603 0.6627
H -3.1336 -3.3361 0.1697
H 2.9438 2.0209 1.0577
H 2.6856 0.6166 -2.2006
H -0.1224 2.0780 -2.0839
H -1.6728 0.5365 -1.3086
H 2.2776 2.9969 2.3756
H 2.1259 -1.5221 1.4220
H 0.1623 3.4778 -1.0093
H 6.5636 -2.9198 0.7416
H 0.7194 1.1385 1.7905
H -4.3268 2.6325 0.1664
H 8.0125 -1.9261 0.4538
H 6.8282 -1.4241 1.6846
H 2.2100 3.5892 0.7138
H 4.5428 -2.0029 1.5519
H 5.1402 0.1483 -2.0995
H -4.2890 -4.5834 -0.3537
H -6.8116 -0.8038 0.7792
H -0.0154 2.7138 1.4595
H -2.8971 -1.2368 -0.8895
H -3.7078 -3.3648 -1.5005
H -6.4589 1.6476 0.9234

45
Properties=species:S:1:pos:R:3 method="wB97M-V/def2-TZVPD" e_tot_ev=-27665.1420 molar_mass_g_mol=395.5 lumo_ha="-0.130 / -0.165" homo_ev="-10.893 / -10.900" spin_multiplicity=2 total_charge=+1 homo_lumo_gap_ev="7.34 / 6.42"
Ru 0.3747 0.5440 -0.6274
O -1.5977 0.4595 -0.6338
N 0.3850 -1.5326 -0.7974
N -0.2827 -3.5958 -0.9189
C 1.4860 -2.3367 -1.0282
C -2.4419 -0.5589 -0.5317
C 0.3557 2.2829 0.6255
C -4.3857 -2.5663 -0.2367
C 1.0800 -3.6229 -1.1070
C 1.4927 3.6018 -1.3085
C -0.1061 0.4607 2.4787
C -3.8008 -0.2391 -0.3889
C -0.6869 -2.3208 -0.7386
C 1.3896 2.4693 -0.3366
C 3.6281 1.3312 -0.9713
C -2.0680 -1.9171 -0.5411
C 1.9511 0.5907 0.8950
C -4.7537 -1.2217 -0.2490
C 2.6786 -0.5585 1.5084
C 0.6683 1.0773 1.3612
C 2.3800 1.4340 -0.1603
C -0.8344 3.1709 0.7925
C -3.0594 -2.8972 -0.3807
H 3.4079 1.3173 -2.0397
H 2.0379 -1.4305 1.6328
H -5.1307 -3.3394 -0.1148
H 4.2016 0.4388 -0.7286
H 0.4507 0.5591 3.4131
H 3.0255 -0.2617 2.5008
H 4.2666 2.1964 -0.7826
H 3.5512 -0.8479 0.9270
H -0.2745 -0.6022 2.3024
H -1.4374 3.1931 -0.1149
H -2.7910 -3.9464 -0.3623
H -0.5139 4.1883 1.0218
H -1.0746 0.9385 2.6039
H -0.8909 -4.3957 -0.9374
H 2.4754 -1.9283 -1.1332
H 0.9288 4.4638 -0.9550
H -4.0714 0.8081 -0.3938
H 1.1040 3.3359 -2.2925
H 2.5309 3.9080 -1.4336
H -1.4738 2.8314 1.6039
H 1.6195 -4.5355 -1.2825
H -5.7943 -0.9458 -0.1400

45
Properties=species:S:1:pos:R:3 method="wB97M-V/def2-TZVPD" e_tot_ev=-35921.4582 smiles=CCc1cc(CCc2nc3c(C)ccc(C)c3o2)c(S)nc1C relative_energy_kj_mol=243.1 molar_mass_g_mol=326.5 lumo_ha=0.025 homo_ev=-8.082 homo_lumo_gap_ev=8.77
S -0.1159 -2.9541 -1.3441
O -2.2366 0.9112 -0.9139
N 2.3093 -3.4046 -0.6074
N -0.9582 2.7049 -0.7573
C -1.9075 5.7169 -1.3731
C 1.2593 -2.6089 -0.4469
C -4.0311 4.4851 -1.5236
C 3.3241 -3.2491 0.2856
C -2.7060 4.4622 -1.1938
C -4.8381 3.4170 -1.7499
C 2.1831 -1.4898 1.4832
C 4.2753 -2.1839 2.6025
C -0.9844 1.3901 -0.8715
C 3.2964 -2.3197 1.3293
C 4.3499 -4.3208 0.1888
C -3.0608 2.0091 -1.0819
C -4.3817 2.1175 -1.3537
C 0.0559 -0.5169 0.4001
C 1.1935 -1.5226 0.5028
C 0.2169 0.4534 -0.8147
C 3.9632 -3.2397 3.8313
C -5.2765 0.9029 -1.4350
C -2.2434 3.1201 -0.9748
H -4.6365 0.0592 -1.0104
H 1.1766 0.9942 -0.7064
H 5.3692 -4.1440 0.3888
H -5.4489 0.8326 -2.5284
H 5.2668 -2.1693 2.2465
H 0.3107 -0.1103 -1.7685
H -4.5687 5.3476 -1.7492
H -1.9148 6.4850 -0.5960
H -6.2563 1.0645 -0.9149
H 4.1260 -5.0226 1.0093
H 2.8758 -3.2072 4.1071
H -1.0132 -0.9666 0.3375
H 4.2936 -4.8374 -0.7842
H -0.8879 5.4132 -1.5205
H 0.1825 -4.2498 -1.4337
H -5.8653 3.5846 -2.0247
H 2.2771 -0.7822 2.2406
H 4.2687 -1.2173 3.0672
H -2.1568 6.1850 -2.3067
H 0.0708 -0.0920 1.4060
H 4.3845 -4.2209 3.6152
H 4.4593 -2.8264 4.7433